# 1
ORCA calculation (the ωB97M-V functional and the def2-TZVPD basis) on C23H27N5O2S in the gas phase in a non-equilibrium geometry.

Summary:
Charge: 0
SMILES: COCCc1ncc(CN2CCC(C(=O)Nc3cccc(-c4cscn4)c3)CC2)cn1
Gap between HOMO and LUMO in eV: 7.38
Max |F| in eV/A: 17.67
ΔE to the lowest compared entry with this formula, charge and spin in kcal/mol: 546.6

Last column: Löwdin charge in e.
Geometry (Å):
C 3.042 -6.144 1.954  -0.016
O 2.265 -5.709 0.741  -0.172
C 2.338 -4.413 0.240  -0.245
C 1.855 -3.421 1.191  -0.096
C 2.151 -2.090 0.449  -0.321
N 3.116 -1.448 0.936  0.140
C 3.257 -0.286 0.479  0.049
C 2.201 0.229 -0.726  -0.060
C 1.136 -0.660 -0.960  -0.126
N 1.054 -1.729 -0.291  0.117
H 0.171 -0.425 -1.578  0.160
C 2.207 1.497 -1.328  -0.178
N 1.517 2.576 -0.648  -0.158
C 1.664 2.912 0.795  -0.226
C 0.627 3.518 1.419  -0.263
H 1.019 4.064 2.500  0.212
H 0.113 2.816 2.053  0.122
C -0.228 4.410 0.732  -0.220
C -1.708 3.882 0.096  -0.375
O -2.663 4.446 0.243  0.169
N -1.488 2.440 -0.223  0.160
C -2.665 1.503 -0.321  -0.305
C -2.478 0.234 -0.304  -0.053
C -3.439 -0.707 -0.476  -0.080
C -4.735 -0.211 -1.338  0.128
C -4.850 1.275 -1.219  0.046
C -3.629 2.145 -0.879  -0.007
H -4.132 3.161 -1.050  0.147
H -5.742 1.504 -1.408  -0.001
H -5.374 -0.822 -1.226  -0.044
C -3.290 -2.100 -0.577  -0.401
C -1.959 -2.790 -0.435  -0.277
S -2.324 -4.425 -0.201  1.050
C -3.841 -4.133 -0.440  -0.630
N -4.211 -2.924 -0.561  0.002
H -4.891 -4.935 -0.452  0.177
H -0.991 -2.364 -0.427  -0.004
H -1.469 -0.090 0.278  0.175
H -0.627 2.053 -0.095  0.043
C 0.422 4.751 -0.491  -0.245
C 1.095 3.802 -1.231  -0.250
H 1.889 3.880 -1.689  0.040
H 0.376 3.317 -2.101  0.178
H 0.069 5.502 -1.163  0.140
H 1.351 5.365 -0.289  0.155
H -0.537 5.491 1.178  0.202
H 2.693 3.711 0.782  0.179
H 2.210 2.170 1.347  0.104
H 3.220 2.012 -1.296  0.158
H 1.919 1.413 -2.221  0.058
H 3.986 0.349 0.489  0.047
H 0.740 -3.711 1.307  0.158
H 2.277 -3.300 2.049  0.048
H 3.571 -4.235 0.256  0.190
H 1.971 -4.384 -0.561  0.014
H 3.986 -5.918 1.897  0.015
H 3.036 -7.288 1.950  0.123
H 2.723 -5.769 2.843  0.048

Cartesian forces, eV/Å:
C -4.5 -3.0 -3.9
O -0.1 -2.7 1.6
C 11.2 -1.6 13.5
C -4.8 0.8 -5.7
C -7.9 -4.1 1.4
N 3.5 0.4 1.6
C -7.4 1.7 -7.3
C 1.4 -4.3 4.7
C -0.7 4.4 -1.6
N 2.4 -3.7 1.5
H 2.0 0.0 0.7
C 4.7 5.7 6.4
N -4.1 -1.8 6.2
C 9.9 -1.0 -4.7
C -2.6 1.7 9.4
H -0.4 -0.8 -3.1
H -1.1 -0.9 -0.3
C -5.9 4.1 -2.0
C 9.9 -7.5 2.7
O -6.9 4.2 -0.1
N -5.3 2.1 0.4
C 5.7 8.1 -0.9
C 3.8 -7.4 4.1
C -3.8 2.9 -5.7
C 12.5 11.6 4.6
C 9.3 -6.5 1.1
C -12.0 0.4 -3.2
H 2.6 -1.0 0.7
H -7.0 3.4 -1.8
H -9.3 -8.0 0.2
C 9.3 0.2 1.7
C -3.2 1.5 0.0
S 4.9 -0.6 0.0
C -9.0 -4.4 -0.2
N -6.1 -1.2 -0.7
H 4.0 1.9 0.2
H 0.8 0.0 0.1
H -2.2 0.5 -1.6
H 2.9 -0.9 0.4
C 4.1 6.1 -0.1
C -7.3 -8.8 -4.1
H 7.9 4.0 -5.3
H 1.0 1.5 1.2
H -1.6 0.2 -0.4
H -0.6 0.2 1.2
H 0.7 -2.9 -0.3
H -2.2 -1.3 0.0
H -0.5 -0.9 0.4
H 0.2 -1.5 -0.9
H -2.5 -0.2 -7.3
H 4.7 3.4 1.3
H 1.4 1.3 0.0
H 2.9 -0.2 5.3
H -2.6 0.1 -1.1
H -5.4 0.4 -11.9
H 5.5 1.7 -1.0
H -0.5 1.7 0.0
H -1.7 1.1 2.4

=====

# 2
ORCA calculation (the ωB97M-V functional and the def2-TZVPD basis) on a molecular structure, C10H30O2P2SiSn in a non-equilibrium geometry.

Summary:
Charge: 0
Gap between HOMO and LUMO in eV: 7.92
Max |F| in eV/A: 3.73
ΔE to the lowest compared entry with this formula, charge and spin in kcal/mol: 5.7

Last column: Löwdin charge in e.
Geometry (Å):
Sn 0.559 -0.817 -0.032  0.523
Si 1.563 0.495 1.818  0.455
P -0.978 -1.910 1.594  0.727
P 2.089 0.316 -1.641  0.735
H -2.793 0.742 -0.002  0.118
C -2.362 -2.966 0.938  -0.239
H -2.974 -3.405 1.748  0.048
H -1.930 -3.776 0.327  0.051
H -3.008 -2.351 0.288  0.035
C -1.893 -0.790 2.749  -0.260
H -2.636 -1.341 3.352  0.047
H -2.403 -0.007 2.164  0.030
H -1.163 -0.304 3.417  0.034
C -0.118 -3.069 2.741  -0.259
H -0.790 -3.417 3.545  0.049
H 0.750 -2.547 3.175  0.030
H 0.252 -3.932 2.163  0.047
C 1.836 0.051 -3.465  -0.245
H 2.607 0.560 -4.071  0.050
H 0.840 0.431 -3.748  0.043
H 1.865 -1.032 -3.672  0.053
C 2.156 2.163 -1.545  -0.243
H 2.819 2.592 -2.318  0.055
H 2.521 2.449 -0.545  0.034
H 1.136 2.563 -1.670  0.037
C 3.850 -0.180 -1.417  -0.247
H 4.526 0.416 -2.055  0.054
H 3.949 -1.250 -1.665  0.057
H 4.114 -0.045 -0.356  0.029
C 0.654 2.164 2.103  -0.321
H -0.433 2.007 2.221  0.010
H 0.793 2.844 1.244  0.000
H 1.027 2.674 3.011  0.019
H 1.574 -0.173 3.179  -0.068
H 3.021 0.877 1.652  -0.076
C -2.136 0.905 -0.886  -0.535
O -0.912 0.263 -0.650  -0.451
C -2.820 0.286 -2.112  -0.052
H -3.303 1.075 -2.715  0.074
H -3.592 -0.444 -1.810  0.072
H -2.076 -0.229 -2.744  0.081
C -1.902 2.412 -1.045  -0.057
H -1.729 2.674 -2.103  0.079
H -1.023 2.724 -0.455  0.058
H -2.775 2.976 -0.678  0.082
O 1.248 -2.674 -0.030  -0.763

Cartesian forces, eV/Å:
Sn 1.6 -3.3 0.8
Si 0.7 1.5 1.7
P -1.9 -1.5 1.6
P 1.6 1.1 -2.5
H 0.2 0.2 -0.3
C 0.2 0.1 -0.2
H 0.4 0.3 -0.3
H -0.1 0.4 0.2
H 0.2 -0.2 0.3
C 0.0 0.0 0.0
H 0.3 0.2 -0.2
H 0.2 -0.3 0.2
H -0.3 -0.1 -0.2
C 0.1 0.0 -0.1
H 0.2 0.2 -0.3
H -0.3 -0.3 -0.1
H -0.1 0.5 0.1
C -0.2 -0.2 0.2
H -0.3 -0.2 0.4
H 0.4 -0.1 0.1
H 0.0 0.4 0.1
C -0.2 -0.1 0.3
H -0.3 -0.3 0.3
H -0.1 0.0 -0.4
H 0.4 -0.1 0.0
C -0.2 -0.2 0.2
H -0.4 -0.2 0.2
H -0.1 0.4 0.1
H 0.0 -0.1 -0.4
C 0.0 0.0 0.0
H 0.4 0.0 -0.1
H -0.1 -0.2 0.3
H -0.1 -0.2 -0.4
H -0.1 0.0 -0.5
H -0.3 -0.2 -0.2
C 0.1 -0.3 0.4
O -0.7 0.9 -0.9
C -0.4 0.1 -0.2
H 0.0 -0.4 0.2
H 0.3 0.2 -0.2
H -0.3 0.3 0.3
C 0.1 0.2 0.0
H 0.0 -0.1 0.4
H -0.4 -0.2 -0.2
H 0.3 -0.1 -0.3
O -0.8 1.8 -0.7

=====

# 3
ORCA calculation (the ωB97M-V functional and the def2-TZVPD basis) on C3H4N2O in the gas phase in a non-equilibrium geometry.

Summary:
Charge: 0
SMILES: Nc1ccon1
Gap between HOMO and LUMO in eV: 10.46
Max |F| in eV/A: 3.69
ΔE to the lowest compared entry with this formula, charge and spin in kcal/mol: 100.6

Last column: Löwdin charge in e.
Geometry (Å):
N -1.925 -0.261 -0.111  0.063
C -0.520 -0.386 -0.020  -0.323
N 0.094 -1.508 0.067  -0.011
O 1.390 -1.440 0.149  -0.125
C 1.817 0.282 0.104  0.057
C 0.651 0.879 0.002  -0.003
H -2.355 0.207 0.680  0.080
H -2.266 0.127 -0.984  0.080
H 2.899 0.219 0.183  0.093
H 0.215 1.883 -0.068  0.090

Cartesian forces, eV/Å:
N 0.6 0.1 0.1
C 2.0 1.8 0.0
N -0.7 0.6 -0.1
O 1.1 3.4 -0.1
C -1.6 -3.3 0.0
C -2.0 -2.5 0.0
H 0.2 -0.1 -0.2
H 0.2 -0.1 0.2
H -0.6 0.6 -0.1
H 0.8 -0.5 0.1

=====

# 4
ORCA calculation (the ωB97M-V functional and the def2-TZVPD basis) on a molecular structure, C33H53N2O2P2Sn in a non-equilibrium geometry.

Summary:
Charge: +1
Gap between HOMO and LUMO in eV: 6.23
Max |F| in eV/A: 4.64
ΔE to the lowest compared entry with this formula, charge and spin in kcal/mol: 0.0

Last column: Löwdin charge in e.
Geometry (Å):
C 1.906 0.218 -2.551  -0.350
C 0.789 -1.796 -2.222  -0.330
C 2.435 -0.220 -3.768  -0.044
C 1.190 -2.239 -3.512  -0.033
C 2.022 -1.450 -4.283  -0.052
H 3.153 0.414 -4.277  0.111
H 0.894 -3.244 -3.813  0.118
H 2.364 -1.773 -5.264  0.116
N 0.929 -0.453 -1.923  -0.012
P 1.362 2.413 -0.852  0.987
P -0.501 -2.913 0.221  1.036
C 2.530 1.442 -1.894  -0.240
H 3.395 1.151 -1.269  0.099
H 2.948 2.091 -2.676  0.079
C -0.216 1.148 2.754  -0.072
O -0.278 0.704 3.806  0.105
C 0.413 -2.816 -1.288  -0.272
H 0.266 -3.767 -1.824  0.075
C 0.080 -4.621 0.913  -0.653
C -2.435 -2.788 0.016  -0.685
C 2.387 3.205 0.509  -0.686
C 0.555 3.585 -2.097  -0.660
C 0.474 -4.287 2.367  -0.108
H -0.339 -3.775 2.906  0.073
H 0.709 -5.220 2.902  0.088
H 1.365 -3.641 2.387  0.062
C -0.965 -5.747 0.873  -0.100
H -1.865 -5.545 1.466  0.065
H -1.249 -5.997 -0.158  0.073
H -0.497 -6.651 1.296  0.091
C 1.313 -5.148 0.168  -0.100
H 1.763 -5.966 0.753  0.099
H 1.054 -5.547 -0.820  0.085
H 2.077 -4.378 0.047  0.034
C -3.060 -2.958 1.419  -0.096
H -2.693 -2.191 2.116  0.074
H -4.153 -2.853 1.342  0.089
H -2.849 -3.939 1.864  0.057
C -2.794 -1.394 -0.539  -0.170
H -2.555 -0.590 0.180  -0.017
H -2.268 -1.187 -1.485  0.069
H -3.880 -1.336 -0.736  0.094
C -2.930 -3.839 -0.981  -0.106
H -2.733 -4.863 -0.649  0.050
H -4.021 -3.731 -1.095  0.085
H -2.463 -3.692 -1.965  0.081
C -0.203 4.691 -1.340  -0.078
H -0.721 5.315 -2.087  0.100
H -0.971 4.267 -0.672  0.072
H 0.464 5.351 -0.769  0.071
C -0.471 2.784 -2.924  -0.084
H -0.011 1.945 -3.464  0.082
H -1.294 2.406 -2.296  0.052
H -0.908 3.468 -3.670  0.103
C 1.601 4.183 -3.060  -0.078
H 1.109 4.992 -3.624  0.101
H 2.468 4.614 -2.541  0.068
H 1.947 3.436 -3.789  0.083
C 3.241 2.110 1.185  -0.086
H 4.132 1.873 0.588  0.085
H 3.588 2.483 2.162  0.101
H 2.686 1.176 1.362  0.046
C 1.442 3.832 1.550  -0.090
H 0.792 3.085 2.029  0.019
H 2.064 4.295 2.330  0.101
H 0.813 4.621 1.120  0.068
C 3.287 4.294 -0.086  -0.087
H 3.962 3.904 -0.861  0.089
H 2.713 5.139 -0.491  0.075
H 3.915 4.692 0.726  0.099
Sn -0.143 0.552 0.059  1.094
N 1.400 -0.844 0.778  -0.054
C 1.899 -1.851 0.282  -0.230
C 3.254 -2.376 0.386  -0.228
C 3.867 -2.125 1.620  -0.039
C 3.973 -3.000 -0.652  -0.026
C 5.178 -2.524 1.853  -0.060
H 3.281 -1.638 2.405  0.119
C 5.289 -3.408 -0.409  -0.058
H 3.483 -3.192 -1.610  0.120
C 5.881 -3.189 0.842  -0.063
H 5.625 -2.336 2.828  0.112
H 5.845 -3.925 -1.196  0.113
H 6.893 -3.541 1.031  0.110
C -4.589 3.619 0.058  -0.076
C -3.360 2.787 0.380  -0.315
O -2.847 2.034 -0.732  -0.198
H -4.427 4.276 -0.806  0.083
H -4.831 4.252 0.918  0.084
H -5.462 2.982 -0.135  0.085
H -2.529 3.413 0.728  0.095
H -3.570 2.070 1.184  0.112
H -3.552 1.997 -1.403  0.100

Cartesian forces, eV/Å:
C 0.5 0.0 -1.2
C -0.4 0.2 0.2
C 0.1 0.7 0.8
C 0.6 0.2 -0.4
C -0.7 -0.3 0.1
H 0.0 -0.2 0.0
H 0.2 0.3 0.0
H -0.1 0.0 0.2
N -0.1 -0.3 1.0
P 1.1 0.3 -0.4
P -1.9 1.0 1.7
C 0.0 0.3 -0.2
H -0.5 -0.2 -0.2
H -0.1 -0.2 0.3
C 0.1 -1.1 3.1
O 0.0 1.0 -2.5
C -0.7 0.1 -0.7
H 0.8 0.3 0.1
C -0.4 0.2 -0.2
C 0.7 -0.8 -0.5
C -0.1 0.3 -0.4
C 0.0 0.0 0.2
C -0.1 -0.3 0.1
H 0.3 -0.2 -0.2
H 0.0 0.2 -0.1
H -0.3 -0.1 0.0
C 0.1 -0.3 0.2
H 0.2 0.0 -0.2
H 0.1 0.1 0.3
H -0.2 0.2 -0.1
C 0.1 0.0 0.1
H -0.2 0.1 -0.1
H 0.1 0.1 0.2
H -0.2 -0.4 0.0
C 0.0 0.0 -0.2
H 0.0 -0.1 -0.2
H 0.2 0.0 0.0
H -0.1 0.3 -0.2
C 0.1 -0.1 0.4
H -0.2 -0.5 -0.3
H -0.1 0.0 0.2
H 0.4 -0.1 0.0
C -0.6 0.0 0.1
H -0.1 0.3 -0.1
H 0.2 -0.1 -0.2
H -0.1 0.0 0.2
C 0.0 0.1 -0.1
H 0.1 -0.2 0.2
H 0.3 0.1 -0.2
H -0.2 -0.2 -0.2
C -0.1 -0.2 0.1
H -0.1 0.2 0.1
H 0.4 0.1 -0.2
H 0.1 -0.2 0.2
C 0.0 0.2 0.0
H 0.2 -0.2 0.1
H -0.3 -0.1 -0.3
H -0.1 0.3 0.2
C 0.0 0.0 -0.1
H -0.2 0.0 0.2
H -0.1 -0.1 -0.3
H 0.1 0.2 0.0
C 0.0 0.1 0.1
H 0.3 0.3 -0.2
H -0.2 -0.1 -0.1
H 0.1 -0.2 0.2
C 0.3 0.2 0.3
H -0.2 0.1 0.2
H 0.2 -0.3 0.1
H -0.1 0.0 -0.2
Sn -1.0 -2.0 -0.9
N 2.1 -2.8 -1.8
C -0.4 4.3 1.8
C 0.7 -0.6 -0.3
C 0.1 -0.1 0.3
C -0.2 0.1 0.5
C -0.1 -0.2 -0.3
H 0.3 -0.2 -0.3
C -0.2 0.1 0.1
H 0.2 0.1 0.3
C -0.2 0.1 -0.1
H 0.0 -0.1 -0.3
H -0.2 0.2 0.3
H -0.2 0.1 -0.1
C 0.0 0.0 0.0
C 0.3 -0.3 0.2
O -0.7 0.4 -0.4
H 0.0 -0.2 0.2
H 0.0 -0.1 -0.1
H 0.2 0.1 0.0
H -0.2 0.1 0.0
H -0.1 0.2 0.0
H 0.4 -0.1 0.3

=====

# 5
ORCA calculation (the ωB97M-V functional and the def2-TZVPD basis) on 2 unconnected molecules or ions with the total composition C4H12NO in a non-equilibrium geometry.

Summary:
Charge: +2
Gap between HOMO and LUMO (alpha / beta) in eV: 5.15 / 3.95
Max |F| in eV/A: 2.69
ΔE to the lowest compared entry with this formula, charge and spin in kcal/mol: 187.2
⟨S²⟩: 0.755
Spin multiplicity: 2

Last column: Mulliken spin population.
Geometry (Å):
O -3.259 0.260 -0.211  0.738
C -1.991 -0.167 -0.499  0.087
C -1.043 0.162 0.684  0.007
N 0.246 -0.401 0.603  0.000
C 2.839 -0.308 -0.788  -0.001
C 3.092 0.523 0.417  0.002
H -3.916 0.006 -0.961  -0.016
H -2.012 -1.260 -0.733  0.082
H -1.686 0.360 -1.444  0.098
H -0.922 1.248 0.729  0.004
H -1.509 -0.161 1.633  -0.001
H 2.764 0.182 -1.759  -0.001
H 0.313 -1.404 0.610  -0.001
H 1.899 -0.897 -0.615  -0.002
H 3.661 -1.038 -0.851  0.002
H 3.958 1.174 0.443  -0.001
H 2.140 1.142 0.541  0.004
H 3.074 -0.110 1.312  -0.001

Cartesian forces, eV/Å:
O -0.9 -0.5 -1.2
C 0.2 -0.4 1.0
C 0.4 1.1 -1.5
N 0.7 0.8 0.6
C 1.7 0.8 0.0
C -2.6 0.0 0.5
H 0.6 0.5 1.0
H -0.2 0.1 -0.4
H 0.0 -0.3 -0.1
H -0.1 0.0 0.1
H 0.1 -0.5 0.3
H -0.3 0.3 0.2
H -0.4 -1.3 0.1
H -0.8 -0.6 -0.2
H -0.6 -0.7 0.0
H 0.2 0.3 -0.2
H 1.4 0.2 0.0
H 0.6 0.0 -0.1